P | 14
Properties=species:S:1:pos:R:3:nbo_charge:R:1 method="wB97M-V/def2-TZVPD" lumo_ev=0.6 total_charge=0 homo_lumo_gap_ha=0.3315
C 3.0023 -0.5705 0.9946 0.25
C -0.5230 -0.4549 -0.3713 -0.27
C -0.9510 1.5089 0.7455 -0.12
C 0.8397 -0.8730 0.1544 0.42
C 1.6364 -0.0597 0.8738 -0.45
N 3.9845 -1.0796 1.2328 -0.35
N -0.8013 0.9454 -0.4126 -0.54
O 1.1199 -2.1351 -0.0873 -0.67
H -0.5806 -0.8250 -1.4194 0.21
H -1.3068 -0.8169 0.1986 0.24
H -1.3129 2.5257 0.8089 0.13
H 1.4200 0.9022 1.1435 0.25
H -0.7538 1.3768 -1.3639 0.37
H 2.0961 -2.4199 -0.0041 0.52



Q | 14
Properties=species:S:1:pos:R:3:nbo_charge:R:1 method="wB97M-V/def2-TZVPD" lumo_ev=0.6 total_charge=0 homo_lumo_gap_ha=0.3474
C -1.1197 -2.2107 0.0095 -0.46
C -1.2506 -1.0236 -0.4667 -0.02
N -0.1614 -0.0369 -0.4979 -0.21
N -0.3468 1.0255 -1.1642 -0.27
C 0.5211 1.9242 -0.7984 -0.01
C 1.1103 1.5528 0.4761 -0.38
C 0.5750 0.2195 0.6004 0.40
O 0.8264 -0.9024 1.3965 -0.67
H -1.8195 -2.9331 -0.2191 0.21
H -0.1835 -2.8196 0.4419 0.25
H -2.1716 -0.4589 -0.8776 0.24
H 0.7968 2.7161 -1.1817 0.18
H 1.5882 2.0537 1.5598 0.26
H -0.2809 -1.0326 1.8147 0.48



According to the calculations, the structures order from most to least stable as P, Q.



P | 14
Properties=species:S:1:pos:R:3:nbo_charge:R:1 method="wB97M-V/def2-TZVPD" lumo_ev=-0.3 total_charge=0 homo_lumo_gap_ha=0.3580
C 0.1528 1.7452 0.2127 -0.64
C -0.5774 0.4043 0.5294 -0.03
C -0.9008 -0.8324 -0.0997 -0.22
C -0.2999 -1.1911 -1.3469 0.62
O -0.7141 -1.2848 -2.5290 -0.51
N 1.1073 -1.2140 -1.0373 -0.49
C 1.2753 -0.9795 0.2304 0.28
N 0.0538 -0.8068 1.0063 -0.40
H -0.6718 2.6051 0.1506 0.25
H 0.8180 1.4908 -0.6275 0.24
H 0.8473 1.8783 1.1487 0.23
H -1.2723 0.5106 1.3155 0.21
H -1.9225 -1.2595 0.1646 0.25
H 2.1044 -1.0663 0.8820 0.21



Q | 14
Properties=species:S:1:pos:R:3:nbo_charge:R:1 method="wB97M-V/def2-TZVPD" lumo_ev=0.8 total_charge=0 homo_lumo_gap_ha=0.3636
C -1.8613 0.8422 0.0258 0.01
N -2.5824 -0.2308 -0.0061 -0.13
O -1.6599 -1.3213 -0.1401 -0.28
C -0.5027 -0.7957 0.0241 0.36
C -0.4698 0.5629 -0.0189 -0.29
C 0.7232 1.0266 0.0412 -0.23
N 1.6978 -0.1289 -0.1199 -0.54
C 0.9095 -1.3558 0.1674 -0.29
H -2.3638 1.7443 0.1671 0.22
H 1.1301 1.7927 -0.8045 0.20
H 1.1348 1.4205 1.0775 0.20
H 1.5150 -0.0483 -1.2115 0.32
H 1.0936 -1.4182 1.3090 0.21
H 1.2359 -2.0903 -0.5112 0.23



According to the calculations, the structures order from most to least stable as P, Q.



P | 14
Properties=species:S:1:pos:R:3:nbo_charge:R:1 method="wB97M-V/def2-TZVPD" lumo_ev=0.7 total_charge=0 homo_lumo_gap_ha=0.3871
C -0.9023 -0.8701 0.8437 -0.63
C 0.4700 -0.2924 0.3912 0.11
C 1.6271 -0.9836 0.7825 0.25
N 2.5231 -1.6711 0.9962 -0.29
C 0.2300 -0.2200 -1.4350 0.15
N -0.2126 0.9070 -1.7034 -0.42
C -0.2670 1.7845 -0.5388 0.05
O 0.5580 1.0624 0.5853 -0.53
H -1.1277 -0.7871 1.8796 0.23
H -0.8987 -1.9252 0.8135 0.23
H -1.5361 -0.3836 0.1979 0.21
H 0.5950 -1.0806 -2.0119 0.22
H 0.2589 2.7099 -0.7448 0.22
H -1.3178 1.7500 -0.0559 0.21



Q | 14
Properties=species:S:1:pos:R:3:nbo_charge:R:1 method="wB97M-V/def2-TZVPD" lumo_ev=0.5 total_charge=0 homo_lumo_gap_ha=0.3255
C 1.2877 1.7088 -1.5605 0.25
C -0.2435 -0.4150 1.1608 -0.29
C -2.1353 -0.5643 -0.2010 -0.14
C 0.7955 0.2611 0.2703 0.40
C 0.3558 1.0808 -0.7036 -0.46
N 2.0960 2.2123 -2.2054 -0.33
N -1.2255 -1.2137 0.3773 -0.53
O 2.0467 -0.1978 0.5112 -0.65
H 0.1900 -1.1383 1.7706 0.21
H -1.0008 0.1783 1.6757 0.25
H -3.1080 -1.1465 -0.6011 0.14
H -0.6671 1.1983 -0.7485 0.28
H -1.0512 -2.2103 0.3653 0.37
H 2.6597 0.2463 -0.1110 0.50



R | 14
Properties=species:S:1:pos:R:3:nbo_charge:R:1 method="wB97M-V/def2-TZVPD" lumo_ev=0.5 total_charge=0 homo_lumo_gap_ha=0.3820
C 0.3090 0.2112 -1.3744 -0.61
C 0.2687 0.1625 0.2021 -0.22
N -1.0777 -0.1027 0.7708 -0.39
C -2.0449 -0.9579 0.9420 0.74
O -2.9777 -1.4969 0.5364 -0.50
C -1.3654 -0.4159 2.1906 -0.29
C -2.0464 0.4189 3.0527 0.24
N -2.5563 1.1842 3.7778 -0.28
H -0.0493 1.1276 -1.7722 0.22
H 1.3727 -0.0008 -1.7148 0.22
H -0.2844 -0.5322 -1.8102 0.21
H 1.0177 -0.5783 0.5066 0.20
H 0.6273 1.2689 0.4562 0.22
H -0.6757 -1.2762 2.5850 0.22



S | 14
Properties=species:S:1:pos:R:3:nbo_charge:R:1 method="wB97M-V/def2-TZVPD" lumo_ev=0.8 total_charge=0 homo_lumo_gap_ha=0.3409
O 1.2602 -1.6782 1.3132 -0.50
C 0.6362 -0.8177 0.7681 0.62
C -0.8985 -0.3527 0.6381 -0.40
C -1.1762 -0.6826 -0.7702 0.03
N -0.3382 -0.4586 -1.7285 -0.22
N 0.8127 0.2661 -1.3966 -0.45
C 0.9885 0.4999 0.0093 -0.18
C -0.2635 1.0709 0.6726 -0.41
H -1.6569 -0.6702 1.3463 0.24
H -2.0454 -1.2706 -1.1065 0.21
H 1.6520 -0.1988 -1.6928 0.37
H 1.9586 0.9905 0.2206 0.22
H -0.1551 1.4654 1.7037 0.23
H -0.7745 1.8367 0.0228 0.23



According to the calculations, the structures order from most to least stable as S, P, R, Q.



P | 14
Properties=species:S:1:pos:R:3:nbo_charge:R:1 method="wB97M-V/def2-TZVPD" lumo_ev=0.3 total_charge=0 homo_lumo_gap_ha=0.3718
C 2.1780 0.6652 0.3251 -0.66
C 1.3225 -0.5842 -0.0578 0.54
O 1.9820 -1.6052 -0.4392 -0.50
C -0.1366 -0.5236 -0.0785 0.20
N -0.8990 -1.5350 0.2504 -0.38
C -2.2515 -0.9115 0.1455 -0.10
C -2.1726 0.3334 -0.1816 -0.12
N -0.8167 0.6160 -0.2434 -0.53
H 2.3015 1.3501 -0.5509 0.22
H 1.8202 0.8690 1.1101 0.19
H 3.0927 0.3549 0.5227 0.23
H -3.1691 -1.6982 0.3039 0.24
H -2.9642 1.0809 -0.4618 0.24
H -0.2872 1.5882 -0.6446 0.44



Q | 14
Properties=species:S:1:pos:R:3:nbo_charge:R:1 method="wB97M-V/def2-TZVPD" lumo_ev=0.8 total_charge=0 homo_lumo_gap_ha=0.3648
O -0.5431 2.2172 0.0008 -0.60
C -0.7852 0.9887 -0.0181 0.65
N -1.9742 0.2712 -0.0778 -0.63
C -1.6355 -1.0561 -0.0294 0.24
N -0.3926 -1.3869 0.0170 -0.42
C 0.2392 -0.1125 -0.0438 -0.06
C 1.6083 0.0122 0.7372 -0.38
C 1.6224 -0.0317 -0.7851 -0.38
H -2.9441 0.6283 0.0570 0.43
H -2.5077 -1.7151 0.0897 0.19
H 1.8221 -0.8758 1.3770 0.24
H 1.7174 1.0451 1.1493 0.24
H 1.7885 0.9533 -1.2436 0.24
H 1.9842 -0.9376 -1.2303 0.24



R | 14
Properties=species:S:1:pos:R:3:nbo_charge:R:1 method="wB97M-V/def2-TZVPD" lumo_ev=0.8 total_charge=0 homo_lumo_gap_ha=0.3336
C -1.5911 1.3255 -0.5115 -0.43
C -0.5300 -0.9681 -0.6568 -0.24
C 0.6841 -0.9233 0.2193 -0.17
C 1.7076 -1.0575 1.2444 0.07
C 0.9831 0.3137 -0.3027 0.27
H -2.4239 0.9410 -1.2507 0.24
H -1.9815 0.7831 0.4263 0.17
H -1.3304 2.4911 -0.0921 0.25
H -0.3384 -1.5774 -1.6782 0.24
H -1.3375 -1.3172 0.0150 0.21
H 1.9287 -1.6697 2.2053 0.24
N -0.2618 0.6136 -0.8391 -0.43
N 1.9900 0.9361 0.1648 -0.14
O 2.5011 0.1091 1.0561 -0.28



S | 14
Properties=species:S:1:pos:R:3:nbo_charge:R:1 method="wB97M-V/def2-TZVPD" lumo_ev="-1.0 / -0.7" total_charge=0 homo_lumo_gap_ha="0.2679 / 0.2675"
C -1.1625 0.5733 1.1876 -0.60
C 0.0472 -0.4147 -1.6071 0.41
C 0.7808 0.0589 -0.4558 0.14
N 1.9648 0.6663 -0.4009 -0.73
C -0.1157 -0.3797 0.6119 -0.24
C -0.9935 -1.1912 -0.5872 0.07
O 0.3082 -0.6381 -2.7605 -0.50
N -1.7890 -2.0737 -0.5643 -0.24
H 2.5980 0.5992 -1.1853 0.41
H 2.2176 1.2996 0.3407 0.40
H 0.3871 -0.9338 1.4132 0.23
H -1.9005 0.0155 1.7648 0.23
H -0.6706 1.2947 1.8476 0.21
H -1.6720 1.1235 0.3953 0.22



According to the calculations, the structures order from most to least stable as Q, P, S, R.



P | 11
Properties=species:S:1:pos:R:3:nbo_charge:R:1 method="wB97M-V/def2-TZVPD" lumo_ev="0.2 / 0.2" total_charge=0 homo_lumo_gap_ha="0.3046 / 0.3047"
C 1.1458 0.1471 1.2576 -0.72
C 0.6013 -0.2360 -0.0339 0.33
N -1.7456 -0.2556 0.5664 -0.27
N -1.7685 0.1161 -0.5803 -0.10
N -0.6849 0.4737 -1.4141 -0.41
C 0.4105 -0.4192 -1.2877 -0.18
H 0.8522 -0.5807 2.0239 0.26
H 2.2349 0.2763 1.1862 0.24
H 0.6941 1.1087 1.5339 0.28
H -2.6184 0.3120 -1.1363 0.35
H 0.8786 -0.9424 -2.1156 0.22



Q | 11
Properties=species:S:1:pos:R:3:nbo_charge:R:1 method="wB97M-V/def2-TZVPD" lumo_ev=0.9 total_charge=0 homo_lumo_gap_ha=0.3905
C -1.6354 -0.0720 0.1057 -0.41
N -0.2087 -0.1894 -0.1378 -0.14
C 0.6916 0.7722 0.1886 -0.16
C 1.9042 0.1095 0.1005 -0.09
N 1.6581 -1.1579 -0.3052 -0.25
N 0.3716 -1.3251 -0.4589 -0.05
H -2.1809 -0.5778 -0.6868 0.22
H -1.8422 -0.5365 1.0728 0.22
H -1.9346 0.9818 0.1638 0.22
H 0.2554 1.5773 -0.3603 0.23
H 2.9209 0.4180 0.3177 0.22



According to the calculations, the structures order from most to least stable as Q, P.



P | 11
Properties=species:S:1:pos:R:3:nbo_charge:R:1 method="wB97M-V/def2-TZVPD" lumo_ev="0.6 / 0.6" total_charge=0 homo_lumo_gap_ha="0.2889 / 0.2888"
N 1.9746 0.1039 -0.1906 -0.78
C 0.6322 0.0129 -0.0153 0.41
N -0.2095 0.5555 -1.0101 -0.46
N -1.4358 1.0762 -0.1637 -0.46
C -1.3771 -0.2345 0.2216 0.27
C -0.1495 -0.5956 0.9328 -0.56
H 2.5844 -0.5347 0.3016 0.40
H 2.3076 0.4414 -1.0842 0.40
H -2.1580 1.1903 -0.8829 0.36
H -2.1853 -0.9378 -0.0331 0.19
H 0.0258 -1.0517 1.8994 0.23



Q | 11
Properties=species:S:1:pos:R:3:nbo_charge:R:1 method="wB97M-V/def2-TZVPD" lumo_ev=1.1 total_charge=0 homo_lumo_gap_ha=0.3380
N 0.8789 0.3172 1.6178 -0.81
C 0.3095 0.0748 0.3541 0.04
C 0.8794 -0.2340 -0.9059 -0.11
N -0.0474 -0.2789 -1.8590 -0.25
N -1.1959 -0.0234 -1.2343 -0.32
C -1.0339 0.1966 0.0996 -0.12
H 1.8343 0.0113 1.7092 0.37
H 0.3135 -0.0807 2.3569 0.37
H 1.9152 -0.4217 -1.1636 0.21
H -2.0407 0.0125 -1.7825 0.41
H -1.8130 0.4264 0.8078 0.21



R | 11
Properties=species:S:1:pos:R:3:nbo_charge:R:1 method="wB97M-V/def2-TZVPD" lumo_ev=0.8 total_charge=0 homo_lumo_gap_ha=0.3756
C -1.4729 -0.0743 0.0019 -0.65
C 0.0125 -0.0185 -0.0068 0.13
C 0.8104 1.0882 -0.0917 -0.16
N 2.1122 0.7014 -0.0452 -0.21
N 2.2019 -0.5729 0.0617 -0.05
N 0.8660 -1.0551 0.0893 -0.38
H -1.8455 0.9242 -0.2379 0.24
H -1.8831 -0.7685 -0.7359 0.23
H -1.8668 -0.3462 0.9848 0.23
H 0.4931 2.1155 -0.1802 0.21
H 0.4887 -2.0063 0.1622 0.42



S | 11
Properties=species:S:1:pos:R:3:nbo_charge:R:1 method="wB97M-V/def2-TZVPD" lumo_ev=-0.1 total_charge=0 homo_lumo_gap_ha=0.3059
N 0.4798 0.0613 1.6439 -0.69
C 0.0749 0.0086 0.2386 0.13
C -0.3989 0.8306 -0.7718 -0.41
C -0.5146 -0.1227 -1.7988 -0.08
N -0.1456 -1.3513 -1.4069 -0.29
N 0.2205 -1.2631 -0.1359 -0.38
H -0.2511 0.2820 2.3230 0.42
H 1.3182 0.6032 1.8622 0.42
H -0.6221 1.8886 -0.7951 0.23
H -0.8528 0.0234 -2.8151 0.20
H 0.6917 -0.9607 1.6559 0.47



According to the calculations, the structures order from most to least stable as Q, R, S, P.